14
Properties=species:S:1:pos:R:3:forces:R:3 method="wB97M-V/def2-TZVPD" e_above_lowest_kcal_mol=0.00 spin_multiplicity=2 e_lumo_ev="-0.17 / -0.47" gap_ha="0.21724 / 0.33059" e_homo_ev="-6.084 / -9.466" total_energy_ev=-31843.49141
H -2.5346 -2.0192 -0.8871 0.5749 -0.3533 0.0989
C -1.8473 -2.0432 -1.7524 -0.4594 1.1043 2.5715
F 0.2321 -0.8407 -3.4578 2.6557 0.9238 -0.2127
F -2.6221 -2.7191 -2.6473 1.7827 -0.4712 -0.5371
F -1.8398 -0.7366 -2.1216 0.5926 -0.3450 -0.2382
Ca 2.2846 0.1303 -3.4494 -2.2347 -1.0269 -0.0327
C 0.8212 -4.5401 -1.8925 0.1666 -0.1266 -0.0797
O -0.3350 -4.0674 -1.2475 -0.8120 0.1300 0.5175
C -0.3928 -2.6940 -0.9615 -1.7230 -0.4112 0.0318
H 0.6838 -5.6140 -2.0663 -0.0894 0.2443 0.1348
H 0.9661 -4.0727 -2.8795 0.1412 0.1189 0.3707
H 1.6871 -4.4249 -1.2184 0.0153 0.1209 -0.4456
H -0.7559 -2.4721 0.0527 -0.8063 -1.0080 0.0194
H 0.6207 -2.3793 -0.6498 0.1959 1.0999 -2.1988